1.
The following is a quantum chemistry calculation of a single C3H9OPSi molecule, from the Open Molecules 2025 dataset.

* DFT total energy: -22469.2618 eV
* energy relative to the best compared isomer or geometry (same formula, charge and spin): 3.6 kcal/mol
* highest occupied orbital energy: -0.3207 hartree
* 2S+1: 1

Cartesian coordinates (Å):
C -0.2165 -1.6064 -1.4278
Si 0.6240 -0.1329 -0.4375
C -0.5948 1.3516 -0.4280
C 1.2244 -0.9662 1.2037
P 2.5177 0.3403 -1.6461
O 2.7216 1.9491 -1.0861
H -0.4599 -1.1507 -2.3735
H 0.5494 -2.3792 -1.6318
H -0.9504 -2.1411 -0.8985
H -0.9310 1.8145 -1.2485
H -1.5195 0.9371 0.1794
H -0.1069 2.1807 0.0685
H 1.9052 -0.2518 1.7139
H 0.3039 -1.0879 1.8025
H 1.7328 -1.9301 0.9983

Atom charges from the Löwdin analysis, given in e for atoms 1 to 8:
1. C -0.233
2. Si 0.380
3. C -0.204
4. C -0.226
5. P 0.769
6. O -0.659
7. H 0.006
8. H 0.023

---

2.
The following is a quantum chemistry calculation of 2 unconnected molecules or ions with the total composition C5H9NO, from the Open Molecules 2025 dataset.

* DFT total energy: -8865.7569 eV
* energy relative to the best compared isomer or geometry (same formula, charge and spin): 79.7 kcal/mol
* highest occupied orbital energy: -0.3311 hartree
* 2S+1: 1

Cartesian coordinates (Å):
C 1.1400 -0.0766 -1.7584
N 0.7437 0.2612 -0.3973
C 1.4843 -0.4671 0.6194
C 0.0830 -0.8130 0.3362
H 2.0314 0.5005 -2.0287
H 0.3427 0.1801 -2.4619
H 1.3742 -1.1487 -1.8758
H 2.2454 -1.1769 0.3140
H 1.7044 0.1062 1.5160
H -0.1845 -1.7143 -0.2112
H -0.6143 -0.5044 1.1018
C -1.8424 1.3612 1.2848
C -2.3457 0.4173 0.5214
O -2.8213 -0.4513 -0.0983
H -2.5328 1.8479 1.9544
H -0.8081 1.6777 1.1838

Atom charges from the Löwdin analysis, given in e for atoms 1 to 8:
1. C -0.109
2. N -0.153
3. C -0.151
4. C -0.192
5. H 0.082
6. H 0.080
7. H 0.081
8. H 0.103

---

3.
The following is a quantum chemistry calculation of a molecular structure, C16H43N3O17SZn2, from the Open Molecules 2025 dataset.

* DFT total energy: -164224.0722 eV
* highest occupied orbital energy (alpha / beta): -0.4321 / -0.4321 hartree
* net charge: +1
* 2S+1: 2

Cartesian coordinates (Å):
Zn 1.3448 -1.8206 4.2112
Zn 3.2312 -0.9576 0.9111
S 4.4659 -2.5384 3.4274
O 5.5246 -2.0101 4.2308
O 4.6379 -3.9195 3.0079
O 3.1588 -2.3880 4.1162
O 4.3545 -1.7656 2.1889
O 1.9631 -0.3798 -0.6633
C 0.6624 -0.1802 -0.1069
C 0.3133 -0.8426 1.3095
O 1.3768 -1.0816 2.2204
H 0.0042 -0.4598 -0.9295
H 0.5509 0.8796 0.1222
H -0.0423 -1.8360 1.0359
H -0.5819 -0.3284 1.6590
C 1.7205 -4.0990 -1.0762
C 2.6346 -4.4734 0.1188
O 3.2363 -3.2279 0.4487
O 0.3973 -3.9799 -0.6554
H 1.5610 -4.8952 -1.8033
H 2.1716 -3.3049 -1.6712
H 3.5327 -5.0206 -0.1677
H 2.1484 -4.8605 1.0142
H 3.8278 -3.2875 1.2025
H 0.3607 -3.3825 0.0953
C 2.4264 -0.4667 -4.3314
C 1.8930 0.9824 -4.0004
O 2.2867 1.4256 -2.7886
O 1.7659 -1.4952 -3.5950
H 3.4596 -0.7606 -4.1467
H 2.2398 -0.7247 -5.3739
H 0.8275 1.1493 -4.1585
H 2.3193 1.5531 -4.8254
H 2.2595 0.6962 -2.1650
H 1.8321 -1.3421 -2.6497
C -3.1847 -2.0518 0.1310
C -3.2917 -2.8025 -1.2198
O -2.0070 -2.8577 -1.8956
O -2.4952 -3.0178 0.9838
H -4.2036 -1.9126 0.4923
H -2.6324 -1.1258 -0.0292
H -3.9921 -2.1919 -1.7895
H -3.5711 -3.8512 -1.1182
H -1.2715 -3.3500 -1.5236
H -1.5593 -2.8344 1.0935
C -2.2912 3.1004 1.9246
C -0.7799 3.2684 1.7272
O -0.3833 4.6377 1.8981
O -2.9349 3.5715 0.7911
H -2.7128 3.5824 2.8067
H -2.4059 2.0174 1.9699
H -0.4496 2.8239 0.7884
H -0.3055 2.6482 2.4877
H -0.3261 5.0944 1.0556
H -3.8734 3.5151 0.9850
O -4.0092 2.0331 -3.0835
C -2.8560 1.6577 -3.0402
N -1.8242 2.5245 -3.0889
C -2.4644 0.2418 -3.1674
H -0.8938 2.2490 -3.3692
H -2.0959 3.4933 -3.1765
H -2.1072 -0.0458 -2.1785
H -1.6960 0.3266 -3.9359
H -3.1654 -0.5520 -3.4252
O 1.4569 5.5504 -0.3525
C 1.8471 4.5720 -0.8481
N 1.3676 4.1641 -1.9825
C 2.8074 3.6506 -0.1671
H 0.4822 4.5756 -2.2407
H 1.6018 3.2471 -2.3354
H 3.4890 3.2144 -0.8973
H 2.2657 2.8121 0.2708
H 3.4714 4.0119 0.6182
O -4.4173 1.5495 4.3733
C -3.3606 0.8760 4.3775
N -2.2588 1.1825 4.9380
C -3.3068 -0.4774 3.7497
H -2.2912 1.8405 5.7036
H -1.4515 0.5964 4.7805
H -2.7749 -1.1917 4.3782
H -2.6922 -0.4400 2.8503
H -4.3170 -0.7833 3.4777

Atom charges from the Löwdin analysis, given in e for atoms 1 to 8:
1. Zn 1.195
2. Zn 0.990
3. S 0.279
4. O -0.256
5. O -0.291
6. O -0.434
7. O -0.408
8. O -0.336

---

4.
The following is a quantum chemistry calculation of 5 unconnected molecules or ions with the total composition C29H30Cl9N2O4P2, from the Open Molecules 2025 dataset.

* DFT total energy: -173012.7763 eV
* highest occupied orbital energy: -0.1670 hartree
* net charge: -1
* 2S+1: 1

Cartesian coordinates (Å):
C -1.5268 -4.0061 1.7132
C -1.6018 -3.0246 2.8960
O -1.8069 -3.4850 3.9973
N -1.4641 -1.6323 2.6747
C -2.3065 -1.1591 1.5775
P 0.2515 -1.0727 2.5382
Cl -0.3414 1.0424 2.3042
O 0.8667 -2.6318 2.9991
C 2.2588 -2.6636 3.1165
C 2.7829 -1.5887 2.1068
P 2.7000 -2.5030 0.4659
N 4.0662 -3.5990 0.5915
O 3.1516 -1.4269 -0.7360
O 1.9106 -0.5246 2.2404
H -0.6747 -3.7312 1.0789
H -2.4236 -3.9933 1.0948
H -1.3125 -4.9970 2.1055
H -1.7419 -0.7733 0.7182
H -2.9439 -0.3536 1.9538
H -2.9695 -1.9439 1.2039
H 0.2265 -1.3500 1.1419
H 0.3136 -0.7471 3.9148
H 2.5702 -3.6879 2.8904
H 2.6373 -2.3265 4.0907
H 3.8222 -1.3044 2.3210
H 3.6294 -4.4723 0.8643
H 4.4331 -3.7726 -0.3406
H 2.4490 -0.7677 -0.7914
Cl 1.0739 8.3060 -0.0198
C 0.9728 6.5764 0.0436
C 1.8409 5.7706 -0.6785
Cl 3.0881 6.4408 -1.6770
C 1.7180 4.3902 -0.6052
C 0.7416 3.8164 0.1867
C -0.1212 4.6194 0.9179
C -0.0062 5.9984 0.8432
H 2.3856 3.7617 -1.1696
H 0.6568 2.7377 0.2414
H -0.8799 4.1683 1.5436
H -0.6777 6.6289 1.4096
Cl 3.7914 2.0970 0.0772
C 5.2508 1.1781 0.0150
C 5.8766 0.7358 1.1720
Cl 5.2257 1.0732 2.7345
C 7.0512 0.0015 1.0844
C 7.5982 -0.2923 -0.1532
C 6.9694 0.1465 -1.3104
C 5.7985 0.8800 -1.2247
H 7.5374 -0.3419 1.9867
H 8.5141 -0.8649 -0.2148
H 7.3906 -0.0842 -2.2798
H 5.3065 1.2216 -2.1246
Cl -2.5617 1.8127 -0.6866
C -2.4679 2.7148 -2.1547
C -2.8387 2.1638 -3.3736
Cl -3.4318 0.5448 -3.4862
C -2.7378 2.9171 -4.5353
C -2.2709 4.2196 -4.4820
C -1.9045 4.7738 -3.2627
C -2.0029 4.0223 -2.1038
H -3.0251 2.4833 -5.4830
H -2.1926 4.8016 -5.3907
H -1.5405 5.7914 -3.2143
H -1.7151 4.4522 -1.1545
Cl -5.1676 -2.8947 1.6105
C -5.8004 -3.4877 0.1207
C -5.7213 -2.7448 -1.0467
Cl -4.9701 -1.1908 -1.0814
C -6.2484 -3.2534 -2.2267
C -6.8498 -4.5008 -2.2424
C -6.9234 -5.2480 -1.0739
C -6.3995 -4.7408 0.1034
H -6.1861 -2.6711 -3.1356
H -7.2590 -4.8903 -3.1652
H -7.3885 -6.2249 -1.0801
H -6.4556 -5.3195 1.0148

Atom charges from the Löwdin analysis, given in e for atoms 1 to 8:
1. C -0.019
2. C -0.558
3. O 0.054
4. N -0.248
5. C -0.250
6. P 0.392
7. Cl 0.201
8. O -0.351

---

5.
The following is a quantum chemistry calculation of a molecular structure, C4H16BCl2CoN4O16, from the Open Molecules 2025 dataset.

* DFT total energy: -106451.3323 eV
* energy relative to the best compared isomer or geometry (same formula, charge and spin): 0.0 kcal/mol
* highest occupied orbital energy (alpha / beta): -0.2651 / -0.2617 hartree
* net charge: -1
* 2S+1: 4

Cartesian coordinates (Å):
Co 23.9256 15.8054 -1.2547
Cl 21.0794 15.7910 -3.3847
O 20.1609 16.8670 -3.1977
O 21.2650 15.5422 -4.7867
O 22.3544 16.1826 -2.7874
O 20.6260 14.5933 -2.7234
Cl 23.4966 14.2725 1.7803
O 22.1123 14.7088 1.7150
O 24.2469 15.0101 0.7835
O 24.0901 14.5532 3.0349
O 23.5590 12.8709 1.4953
B 25.8480 15.8320 -2.3487
H 26.7909 15.2073 -2.5982
H 24.9190 15.4144 -2.8688
H 25.7911 15.8619 -1.2006
H 26.1165 16.9090 -2.6853
C 20.2446 17.6177 0.2983
N 21.6857 17.5710 0.6868
O 22.0653 18.1396 1.6782
O 22.4128 16.9868 -0.0962
H 19.6801 17.5711 1.2239
H 20.0737 16.8258 -0.4179
H 20.1771 18.6243 -0.1161
C 25.6739 17.6715 2.8190
N 25.1495 18.3599 1.6031
O 25.2499 17.7874 0.5505
O 24.8265 19.5343 1.6992
H 26.6839 17.3491 2.5847
H 24.9930 16.8334 2.9579
H 25.7322 18.4029 3.6156
C 23.0280 20.0218 -3.0903
N 24.1599 19.5062 -2.2554
O 23.9957 18.3979 -1.7919
O 25.0859 20.2405 -2.0046
H 22.2452 20.3138 -2.3957
H 22.7190 19.2271 -3.7576
H 23.4492 20.9298 -3.5176
C 23.0379 12.4891 -3.5518
N 23.3916 12.5149 -2.1037
O 23.3883 13.5951 -1.5802
O 23.6500 11.5019 -1.5350
H 23.2259 13.4765 -3.9518
H 21.9884 12.2008 -3.5186
H 23.6307 11.6961 -3.9955

Atom charges from the Löwdin analysis, given in e for atoms 1 to 8:
1. Co 0.792
2. Cl 0.654
3. O -0.341
4. O -0.335
5. O -0.415
6. O -0.342
7. Cl 0.661
8. O -0.351